C5H5ClN | ωB97M-V with the def2-TZVPD basis set

Each line ends with the Löwdin spin population.
Cartesian coordinates (Å):
Cl: -1.14077 1.19867 -4.50454  0.000
N: -0.96274 0.54440 -0.57902  0.268
C: -1.17808 0.52006 0.75237  0.106
C: -0.25918 0.00843 1.63749  0.082
C: 0.88961 -0.61112 1.16429  0.269
C: 1.09015 -0.63809 -0.18698  0.141
C: 0.15044 -0.02971 -1.04138  0.076
H: -2.11616 1.00273 0.98351  0.009
H: -0.41963 -0.07819 2.70198  0.000
H: 1.67786 -0.96727 1.81099  0.035
H: 2.00458 -1.00780 -0.62689  0.010
H: 0.26392 0.05788 -2.11182  0.003

The LUMO energy (alpha / beta) is 6.78 / 6.70 eV. The spin multiplicity is 2. As for the gap between HOMO and LUMO (alpha / beta): 0.1139 / 0.2681 Ha. Its charge is -2.


C4H8O2S | ωB97M-V with the def2-TZVPD basis set

Each line ends with the natural charge from an NBO analysis.
Cartesian coordinates (Å):
C: 1.52225 -0.59127 1.27640  -0.308
C: -0.59707 0.39383 0.00868  0.098
C: 0.55152 2.39386 -0.05877  -0.290
C: -2.18028 -1.77816 -0.44442  -0.785
O: -3.35512 0.64078 0.13473  -0.949
O: -0.69538 1.72646 -0.02900  -0.495
S: -2.20635 -0.17743 0.54089  1.189
H: 2.30267 -0.53398 0.49210  0.082
H: 1.38286 -1.74185 1.24913  0.091
H: 1.30723 1.88208 -0.83620  0.206
H: 1.03071 2.20218 0.95875  0.223
H: 0.41370 3.56489 -0.21122  0.218
H: -1.36984 -2.25502 0.10141  0.231
H: -1.84927 -1.53526 -1.45588  0.237
H: -3.17316 -2.30626 -0.25372  0.252

The energy above the lowest of the compared OMol25 structures with the same formula, charge and spin comes out at 215.6 kcal per mole. The LUMO energy (alpha / beta) is -0.94 / -0.94 eV. As for the gap between HOMO and LUMO (alpha / beta): 0.2832 / 0.2833 Ha.